(1)
Here is C5H6OS2 in the gas phase at a distorted geometry from OMol25. Energies are from the ωB97M-V functional and the def2-TZVPD basis.

As for the net charge: 0. The SMILES is C#C[C@H](O)C(=S)SC. As for the energy: -1065.6432 a.u. As for the LUMO energy: -0.01281 Eh.

CARTESIAN COORDINATES (ANGSTROEM)
C -2.05 -0.37 0.38
C 0.58 -1.27 -0.15
C 0.94 0.09 0.49
C 0.67 1.13 -0.52
C 0.47 1.99 -1.35
H -3.12 -0.65 0.17
H -1.83 0.60 -0.08
H -1.92 -0.32 1.46
H 0.27 0.25 1.34
H 2.79 -0.34 0.39
H 0.30 2.75 -2.10
O 2.24 0.14 0.99
S -1.08 -1.72 -0.35
S 1.75 -2.28 -0.66

---

(2)
Here is 2 unconnected molecules or ions with the total composition C5H6OS2 at a distorted geometry from OMol25. Energies are from the ωB97M-V functional and the def2-TZVPD basis.

As for the net charge: 0. As for the energy: -1065.5920 a.u. As for the LUMO energy: -0.05571 Eh.

CARTESIAN COORDINATES (ANGSTROEM)
C -1.25 1.03 0.04
C -0.83 2.32 -0.01
C -0.19 0.08 0.10
C 0.97 0.75 0.11
C -0.37 -1.40 0.17
O 4.49 0.46 0.11
S 0.90 2.45 0.03
S 3.35 -0.68 -0.08
H -2.29 0.74 0.03
H -1.41 3.22 -0.06
H -0.88 -1.77 -0.72
H 0.61 -1.88 0.24
H -0.96 -1.67 1.04
H 4.72 0.87 -0.74

---

(3)
Here is C5H6OS2 in the gas phase at a distorted geometry from OMol25. Energies are from the ωB97M-V functional and the def2-TZVPD basis.

As for the net charge: 0. The SMILES is C=CO/C=C/C(=S)S. As for the energy: -1065.6300 a.u. As for the LUMO energy: -0.02316 Eh.

CARTESIAN COORDINATES (ANGSTROEM)
C -1.62 1.06 -1.66
C -1.05 1.06 -0.23
C 0.08 0.52 0.25
C 1.44 -0.41 1.96
C 1.58 -1.64 1.41
H -1.59 0.25 -3.94
H -1.47 1.74 0.45
H 0.64 -0.19 -0.43
H 2.04 -0.09 2.77
H 2.24 -2.35 2.06
H 1.08 -2.15 0.62
O 0.60 0.69 1.49
S -0.87 -0.08 -2.79
S -3.10 1.60 -1.96

---

(4)
Here is C5H6OS2 in the gas phase at a distorted geometry from OMol25. Energies are from the ωB97M-V functional and the def2-TZVPD basis.

As for the net charge: 0. As for the energy: -1065.6244 a.u. As for the LUMO energy: -0.02148 Eh.

CARTESIAN COORDINATES (ANGSTROEM)
C -0.24 1.45 0.26
C -0.65 1.12 -0.93
C 0.00 -1.34 -0.56
C 0.30 0.54 1.30
C 0.46 -1.00 0.79
O -0.97 -0.64 -2.85
S 0.72 -2.55 -1.42
S -1.31 -0.45 -1.44
H 0.06 2.54 0.47
H -0.73 1.83 -1.72
H 1.21 0.79 1.70
H -0.52 0.55 2.11
H 0.18 -1.74 1.55
H 1.49 -1.11 0.73

---

(5)
Here is a molecular structure, C5H6OS2 at a distorted geometry from OMol25. Energies are from the ωB97M-V functional and the def2-TZVPD basis.

As for the net charge: 0. As for the energy: -1065.6195 a.u. As for the LUMO energy (spin up / spin down): -0.00481 / -0.00479 Eh.

CARTESIAN COORDINATES (ANGSTROEM)
C -0.89 0.19 -1.39
C -1.66 -0.14 -0.23
C 0.48 0.01 -1.33
C -0.96 -0.50 0.84
C 1.13 -0.45 -0.12
O 0.33 -0.86 0.84
S 1.97 1.69 0.58
S 2.64 -1.28 -0.14
H -1.44 0.45 -2.36
H -2.82 -0.01 -0.23
H 1.12 0.42 -2.23
H -1.40 -0.70 1.87
H 2.93 1.62 -0.24
H 2.81 -0.84 -1.39

---

(6)
Here is C5H6S in the gas phase at a distorted geometry from OMol25. Energies are from the ωB97M-V functional and the def2-TZVPD basis.

As for the net charge: 0. As for the energy: -592.1240 a.u. As for the LUMO energy (spin up / spin down): 0.01786 / -0.05403 Eh.

CARTESIAN COORDINATES (ANGSTROEM)
C 1.62 0.12 0.00
C 0.47 0.93 0.30
C 2.85 0.74 -0.01
C -0.66 0.31 0.10
C -1.72 -0.60 -0.30
S 4.17 -0.23 -0.01
H 1.51 -0.84 -0.41
H 0.42 1.94 0.71
H 2.89 1.83 0.05
H -2.66 0.05 -0.62
H -1.28 -1.13 -1.17
H -2.02 -1.37 0.39

---

(7)
Here is a molecular structure, C5H6S3 at a distorted geometry from OMol25. Energies are from the ωB97M-V functional and the def2-TZVPD basis.

As for the net charge: 0. As for the energy: -1388.5089 a.u. As for the LUMO energy: -0.00519 Eh.

CARTESIAN COORDINATES (ANGSTROEM)
C 0.69 -0.66 -0.08
C 0.56 0.12 1.22
C -0.85 0.82 0.94
C -0.34 -0.16 -1.04
C -1.45 0.01 -0.20
H 1.95 -0.51 -2.24
H 0.61 -1.79 0.16
H 1.29 0.80 1.42
H 0.42 -0.32 2.25
H -1.45 1.65 1.63
H -0.39 -0.87 -2.01
S 2.48 -0.20 -0.64
S -0.57 1.73 -0.88
S -2.94 -0.63 -0.52

---

(8)
Here is C5H6S3 in the gas phase at a distorted geometry from OMol25. Energies are from the ωB97M-V functional and the def2-TZVPD basis.

As for the net charge: 0. The SMILES is C=C(C=S)SC(C)=S. As for the energy: -1388.5471 a.u. As for the LUMO energy: -0.05851 Eh.

CARTESIAN COORDINATES (ANGSTROEM)
C -0.08 1.48 -0.77
C 0.37 0.25 -1.51
C 0.42 -0.55 1.20
C 1.27 -0.38 2.13
C -1.01 -0.39 1.25
H -0.76 1.20 0.29
H -0.68 2.12 -1.52
H 0.75 2.20 -0.36
H 0.91 0.07 3.21
H 2.28 -0.51 1.84
H -1.63 -0.93 0.60
S 0.33 0.11 -3.17
S 0.80 -1.03 -0.47
S -1.55 0.50 2.52